Here is a molecular structure, C38H63BaF4N11OP from the Open Molecules 2025 dataset. Energies are from ωB97M-V/def2-TZVPD.

For the energy above the lowest of the compared OMol25 structures with the same formula, charge and spin, the calculation gives 39.3 kJ/mol. As for the multiplicity: 1. For the HOMO-LUMO gap, the calculation gives 6.7544 eV. The charge is +1. The value obtained for the HOMO energy is -8.855 eV.

Element x y z (Å)
Ba (0.232, -0.495, 1.251)
C (3.581, -4.459, 1.782)
N (2.231, -4.774, 2.219)
C (2.274, -5.806, 3.241)
C (1.397, -5.199, 1.096)
C (0.850, -4.046, 0.251)
N (-0.098, -3.251, 1.015)
C (-1.321, -3.690, 1.272)
C (-2.052, -3.022, 2.303)
F (-1.350, -2.112, 3.058)
C (-3.310, -3.365, 2.736)
F (-3.838, -2.678, 3.764)
C (-4.056, -4.317, 2.075)
C (-3.392, -4.990, 1.048)
F (-4.053, -5.953, 0.390)
C (-2.100, -4.722, 0.667)
F (-1.578, -5.465, -0.334)
H (4.086, -5.338, 1.343)
H (4.177, -4.128, 2.636)
H (3.576, -3.665, 1.039)
H (2.708, -6.749, 2.870)
H (1.267, -6.012, 3.605)
H (2.882, -5.469, 4.083)
H (0.540, -5.741, 1.502)
H (1.946, -5.908, 0.452)
H (0.438, -4.464, -0.669)
H (1.680, -3.394, -0.047)
H (-5.061, -4.580, 2.364)
C (2.988, -1.961, 4.449)
C (2.552, -0.604, 3.978)
O (2.500, -0.326, 2.776)
N (2.231, 0.306, 4.917)
C (1.710, 1.624, 4.588)
C (0.199, 1.649, 4.633)
C (-0.471, 2.221, 5.703)
C (-1.855, 2.145, 5.757)
C (-2.525, 1.491, 4.739)
C (-1.778, 0.962, 3.700)
N (-0.449, 1.044, 3.629)
H (2.611, -2.711, 3.749)
H (2.639, -2.184, 5.456)
H (4.078, -1.999, 4.440)
H (2.237, 0.017, 5.881)
H (2.063, 1.873, 3.588)
H (2.120, 2.350, 5.289)
H (0.088, 2.714, 6.488)
H (-2.396, 2.581, 6.586)
H (-3.601, 1.384, 4.743)
H (-2.279, 0.438, 2.891)
N (3.533, 0.970, -2.182)
C (3.620, -0.150, -3.120)
C (3.110, -1.411, -2.433)
N (3.796, -1.695, -1.174)
C (3.810, -0.525, -0.304)
C (4.346, 0.722, -0.992)
H (1.572, 0.914, -1.449)
H (3.821, 1.828, -2.635)
H (4.655, -0.319, -3.456)
H (3.013, 0.074, -3.999)
H (3.212, -2.273, -3.093)
H (2.043, -1.288, -2.214)
H (4.745, -2.003, -1.358)
H (4.349, -0.745, 0.616)
H (2.766, -0.319, -0.044)
H (5.407, 0.565, -1.241)
H (4.281, 1.586, -0.327)
N (-3.834, -1.491, 0.224)
C (-2.776, -1.240, 0.669)
H (-4.547, -2.209, 0.301)
N (0.653, 0.972, -0.999)
P (-0.357, 1.741, -1.941)
N (0.399, 2.919, -2.825)
C (-0.275, 3.656, -3.899)
C (-0.774, 5.022, -3.442)
C (0.354, 5.834, -2.811)
C (1.026, 5.035, -1.699)
C (1.497, 3.684, -2.226)
N (-1.621, 2.334, -1.023)
C (-1.643, 2.254, 0.435)
C (-2.320, 3.465, 1.066)
C (-3.722, 3.657, 0.506)
C (-3.638, 3.786, -1.008)
C (-2.943, 2.577, -1.620)
N (-1.112, 0.836, -3.124)
C (-1.895, -0.292, -2.600)
C (-2.879, -0.787, -3.649)
C (-2.138, -1.197, -4.917)
C (-1.229, -0.069, -5.396)
C (-0.309, 0.401, -4.278)
H (-1.093, 3.052, -4.289)
H (0.448, 3.788, -4.714)
H (-1.574, 4.883, -2.710)
H (-1.203, 5.551, -4.295)
H (-0.025, 6.784, -2.432)
H (1.098, 6.075, -3.578)
H (0.318, 4.869, -0.880)
H (1.878, 5.582, -1.289)
H (1.955, 3.089, -1.438)
H (2.255, 3.842, -3.004)
H (-0.620, 2.204, 0.808)
H (-2.189, 1.348, 0.747)
H (-1.717, 4.354, 0.854)
H (-2.338, 3.335, 2.150)
H (-4.195, 4.538, 0.943)
H (-4.345, 2.794, 0.770)
H (-3.092, 4.698, -1.262)
H (-4.633, 3.871, -1.450)
H (-2.826, 2.706, -2.694)
H (-3.586, 1.698, -1.472)
H (-2.417, 0.014, -1.696)
H (-1.217, -1.113, -2.317)
H (-3.590, 0.014, -3.872)
H (-3.445, -1.628, -3.244)
H (-2.843, -1.481, -5.700)
H (-1.529, -2.083, -4.704)
H (-1.834, 0.778, -5.733)
H (-0.626, -0.396, -6.246)
H (0.324, 1.219, -4.612)
H (0.355, -0.424, -3.974)